The following is a DFT calculation (ωB97M-V/def2-TZVPD) of C2H2N2O as an isolated structure at a distorted geometry.

Structure (XYZ):
```
7
Properties=species:S:1:pos:R:3:forces:R:3:mulliken_charge:R:1
C 2.411416 0.290876 0.153617 0.644 0.193 -2.248 0.425
H -1.224515 -1.579982 -0.240649 4.474 0.251 0.819 0.300
H 0.840622 1.663738 0.066129 -0.501 2.926 0.377 0.378
C 1.110482 0.691068 0.162162 -0.102 -1.291 0.288 -0.391
N 0.154485 -0.158072 -0.207660 0.759 1.458 0.477 0.135
N -0.034510 -1.303525 0.129335 -5.711 -2.866 -0.856 -0.502
O 3.242335 -0.482227 -0.129873 0.437 -0.672 1.142 -0.344
```
Forces are in eV/Å.

* <S²>: 2.0349
* molar mass: 70.05 g/mol
* charge: 0
* spin multiplicity: 3
* relative energy (zero: lowest compared OMol25 entry of this formula, charge and spin): 2.977 eV
* HOMO energy (spin up / spin down): -6.302 / -9.194 eV
* F_max: 0.1254 Eh/bohr
* E: -7127.3965 eV

***

The following is a DFT calculation (ωB97M-V/def2-TZVPD) of an isolated molecule of CH5NO2S at a distorted geometry.

Structure (XYZ):
```
10
Properties=species:S:1:pos:R:3:forces:R:3:mulliken_charge:R:1
H -0.264289 -3.002396 1.629193 -0.120 0.175 -0.114 0.329
H 0.816667 2.239311 -0.831259 0.029 0.056 -0.056 0.310
O 0.178702 -2.142504 1.567863 0.954 -0.599 0.307 -0.314
C 0.024160 1.553029 -0.544333 -0.220 0.223 0.367 -0.694
S -0.670779 -1.009510 -0.784139 0.117 -0.234 2.565 0.125
H -0.893800 1.819193 -1.061381 -0.022 0.075 -0.026 0.261
H 1.363151 -0.026800 -0.726214 -0.161 -0.100 -0.139 0.279
N 0.395147 0.205169 -0.920080 0.174 -0.474 0.012 -0.260
O -0.801776 -1.264639 1.134231 -0.796 0.815 -2.764 -0.321
H -0.147184 1.629147 0.536120 0.045 0.062 -0.152 0.286
```
Forces are in eV/Å.

* molar mass: 95.12 g/mol
* charge: 0
* relative energy (zero: lowest compared OMol25 entry of this formula, charge and spin): 4.407 eV
* HOMO energy: -9.422 eV
* F_max: 0.0581 Eh/bohr
* E: -17534.5364 eV